The following is a quantum chemistry calculation of a cluster of 9 separate species, C17H52O9 in total in a non-equilibrium geometry, from the Open Molecules 2025 dataset.

Each line ends with the Mulliken charge.
Geometry (Å):
C: 0.58 3.76 -2.71  -1.259
C: 2.10 3.63 -2.64  1.582
C: 2.67 2.93 -3.88  -1.495
O: 2.76 4.86 -2.49  -0.617
H: 0.10 2.78 -2.74  0.299
H: 0.25 4.25 -3.62  0.318
H: 0.14 4.31 -1.87  0.339
H: 2.38 3.00 -1.79  -0.608
H: 3.74 2.74 -3.88  0.352
H: 2.36 3.44 -4.79  0.378
H: 2.23 1.93 -3.97  0.340
H: 2.47 5.31 -1.69  0.350
C: 3.74 -2.08 -1.08  -1.004
C: 4.09 -1.23 -2.28  0.731
C: 4.80 -2.05 -3.33  -1.535
O: 2.90 -0.75 -2.90  -0.554
H: 3.44 -3.10 -1.30  0.376
H: 2.98 -1.65 -0.43  0.040
H: 4.66 -2.23 -0.51  0.365
H: 4.57 -0.30 -1.97  0.152
H: 5.86 -2.14 -3.10  0.363
H: 4.78 -1.54 -4.29  0.391
H: 4.30 -3.00 -3.47  0.367
H: 2.41 -0.24 -2.22  0.517
C: -4.88 0.31 3.12  -1.345
C: -4.32 -0.18 1.77  1.064
C: -5.43 -0.29 0.73  -1.474
O: -3.34 0.68 1.27  -0.375
H: -5.32 -0.50 3.70  0.354
H: -5.55 1.15 2.96  0.340
H: -4.02 0.63 3.72  0.305
H: -3.93 -1.20 1.81  -0.056
H: -5.08 -0.43 -0.29  0.285
H: -5.95 0.67 0.64  0.396
H: -6.05 -1.16 0.96  0.372
H: -2.50 0.46 1.71  0.193
C: 0.57 -3.04 1.20  -1.185
C: -0.39 -3.91 2.05  0.435
C: 0.42 -4.44 3.22  -1.442
O: -1.38 -3.05 2.52  -0.388
H: 0.06 -2.51 0.40  0.105
H: 1.31 -3.70 0.74  0.506
H: 1.10 -2.29 1.80  0.327
H: -0.85 -4.68 1.43  0.340
H: -0.27 -4.91 3.92  0.406
H: 1.02 -3.68 3.71  0.296
H: 1.09 -5.25 2.90  0.400
H: -2.03 -3.55 3.02  0.207
C: -2.87 3.52 -1.00  -0.480
O: -3.06 2.12 -1.17  -0.422
H: -2.45 3.72 -0.01  0.272
H: -2.14 3.87 -1.72  0.086
H: -3.82 4.06 -1.09  0.299
H: -3.03 1.73 -0.29  0.378
C: -1.03 0.07 4.25  -0.868
O: -1.38 -0.25 2.92  -0.451
H: 0.02 -0.17 4.44  0.296
H: -1.30 1.09 4.48  0.304
H: -1.57 -0.57 4.96  0.312
H: -1.26 -1.19 2.75  0.171
C: -2.48 -2.18 -1.08  -0.148
O: -3.61 -2.18 -1.95  -0.609
H: -2.47 -1.29 -0.45  -0.034
H: -2.43 -3.10 -0.51  0.143
H: -1.62 -2.16 -1.77  0.352
H: -3.69 -1.33 -2.39  0.310
C: 0.15 0.67 -0.33  -0.712
O: 1.42 0.44 -0.92  -0.312
H: 0.12 0.12 0.62  0.359
H: -0.03 1.72 -0.11  0.263
H: -0.61 0.30 -1.00  0.246
H: 2.11 0.59 -0.26  0.051
C: 3.66 2.44 0.93  -0.719
O: 3.49 1.04 0.76  -0.502
H: 2.75 2.86 1.37  0.227
H: 4.50 2.71 1.58  0.410
H: 3.74 2.94 -0.03  0.239
H: 4.33 0.63 0.97  0.288

The SMILES is CC(C)O.CC(C)O.CC(C)O.CC(C)O.CO.CO.CO.CO.CO. Its energy above the lowest of the compared OMol25 structures with the same formula, charge and spin is 41.85 kcal per mole.

The following is a quantum chemistry calculation of a cluster of 3 separate species, C22H42IN2O9P2 in total in a non-equilibrium geometry, from the Open Molecules 2025 dataset.

Each line ends with the Mulliken charge.
Geometry (Å):
C: -3.30 -0.96 -0.04  -0.945
C: -2.85 -1.63 -1.34  -0.679
C: -1.68 -0.95 -2.08  -0.762
C: -0.57 -0.36 -1.18  -0.304
C: -0.38 1.13 -1.49  -1.696
C: -1.57 1.97 -1.19  -0.009
C: -2.45 2.38 -2.17  -0.134
C: -3.56 3.16 -1.89  0.665
C: -4.48 3.52 -3.02  -1.081
C: -5.19 2.19 -3.44  0.829
C: -6.79 2.29 -3.49  -1.183
O: -5.73 2.16 -4.65  -0.466
C: -3.75 3.56 -0.57  -0.696
I: -5.37 4.74 0.02  0.167
C: -2.86 3.13 0.39  0.050
N: -1.82 2.35 0.08  0.980
N: -0.97 1.87 1.06  -0.702
C: -0.59 2.70 2.00  0.331
C: 0.28 3.87 1.66  -0.851
C: -0.97 2.45 3.41  -1.333
H: -4.14 -1.53 0.36  0.500
H: -3.65 0.06 -0.18  0.040
H: -2.54 -1.03 0.74  0.276
H: -3.71 -1.59 -2.01  0.290
H: -2.67 -2.70 -1.18  0.357
H: -1.21 -1.73 -2.68  0.459
H: -2.09 -0.23 -2.79  0.471
H: 0.36 -0.84 -1.47  0.456
H: -0.70 -0.57 -0.12  0.496
H: 0.46 1.55 -0.93  0.121
H: -0.11 1.22 -2.54  0.541
H: -2.26 2.08 -3.19  0.603
H: -5.28 4.19 -2.74  0.482
H: -3.93 3.82 -3.91  0.306
H: -4.78 1.25 -3.06  0.310
H: -7.56 1.89 -4.15  0.434
H: -6.80 1.34 -2.87  0.245
H: -3.04 3.42 1.41  0.418
H: 0.35 4.52 2.53  0.452
H: -0.19 4.41 0.83  0.290
H: 1.26 3.52 1.34  0.098
H: -1.81 3.13 3.60  0.326
H: -1.33 1.44 3.56  0.371
H: -0.16 2.69 4.10  0.440
C: -1.17 -5.75 1.12  -0.724
O: -0.05 -4.88 1.08  -0.399
P: 1.04 -4.73 -0.10  1.092
O: 0.43 -3.73 -1.00  -0.560
O: 0.90 -6.24 -0.70  -0.366
C: 0.89 -7.42 0.09  -0.811
O: 2.64 -4.68 -0.52  -0.289
C: 3.62 -4.37 0.50  -0.689
H: -1.94 -5.23 1.68  0.232
H: -1.53 -5.98 0.12  0.361
H: -0.94 -6.66 1.67  0.344
H: -0.05 -7.95 -0.06  0.285
H: 1.03 -7.22 1.15  0.371
H: 1.69 -8.08 -0.24  0.266
H: 3.63 -5.14 1.28  0.305
H: 3.42 -3.40 0.95  0.342
H: 4.59 -4.35 0.02  0.236
C: 6.90 2.09 3.26  -0.682
O: 5.54 1.73 3.01  -0.402
P: 5.01 0.65 1.94  1.057
O: 5.03 -0.63 2.66  -0.658
O: 6.22 0.75 0.85  -0.367
C: 6.78 1.97 0.38  -0.774
O: 3.88 0.38 0.74  -0.277
C: 2.73 1.23 0.67  -0.611
H: 6.96 2.33 4.32  0.254
H: 7.59 1.28 3.03  0.355
H: 7.16 2.99 2.72  0.292
H: 7.84 1.99 0.63  0.304
H: 6.29 2.85 0.81  0.354
H: 6.70 2.01 -0.70  0.264
H: 3.03 2.26 0.45  0.391
H: 2.17 1.20 1.60  0.493
H: 2.10 0.86 -0.14  0.049

As for the charge: +1.

The following is a quantum chemistry calculation of a cluster of 2 separate species, C4H11NO in total in a non-equilibrium geometry, from the Open Molecules 2025 dataset.

Each line ends with the Mulliken charge.
Geometry (Å):
C: 1.72 1.56 0.01  -1.133
C: 0.59 0.57 0.05  0.514
C: -0.38 0.51 1.22  -1.221
C: 0.48 -0.40 -0.88  -0.148
N: 1.27 -0.48 -2.03  -0.439
H: 2.29 1.49 0.94  0.299
H: 1.41 2.59 -0.14  0.271
H: 2.46 1.38 -0.77  0.268
H: -1.38 0.68 0.81  0.294
H: -0.24 1.44 1.78  0.363
H: -0.29 -0.41 1.79  0.307
H: -0.13 -1.26 -0.62  0.302
H: 0.92 -0.86 -2.87  0.177
H: 2.24 -0.28 -1.96  0.145
O: -3.96 -2.29 0.74  -0.639
H: -3.16 -2.18 0.26  0.320
H: -3.84 -2.06 1.67  0.319

The SMILES is CC(C)=CN.O. Its energy above the lowest of the compared OMol25 structures with the same formula, charge and spin is 37.02 kcal per mole.

Number 1: HOMO energy -9.40 eV. Number 2: HOMO energy -11.16 eV. Number 3: HOMO energy -7.82 eV.